Record 1
{
  "formula": "C18H28GeN3OTc",
  "method": "wB97M-V/def2-TZVPD",
  "homo_lumo_gap_ev": [7.567, 7.454],
  "s_squared": 0.7588,
  "total_energy_ev": -84347.113,
  "spin_multiplicity": 2,
  "e_above_lowest_ev": 0.000,
  "total_charge": 1,
  "lumo_energy_ev": [-2.3, -2.7],
  "elements": ["Tc", "C", "C", "C", "C", "C", "C", "H", "H", "H", "H", "H", "H", "N", "C", "O", "C", "C", "H", "H", "H", "H", "H", "H", "C", "Ge", "C", "C", "C", "H", "H", "H", "H", "H", "H", "H", "H", "H", "H", "N", "C", "C", "C", "N", "C", "C", "H", "H", "H", "H", "H", "H"],
  "xyz": [[-0.230, -1.653, -0.237], [1.354, -2.192, 1.232], [1.730, -2.624, -0.071], [0.908, -3.577, -0.724], [-0.346, -3.917, -0.218], [-0.753, -3.398, 1.057], [0.159, -2.659, 1.822], [2.020, -1.551, 1.790], [2.682, -2.331, -0.489], [1.182, -3.914, -1.717], [-1.005, -4.559, -0.784], [-1.721, -3.663, 1.458], [-0.133, -2.294, 2.799], [-3.745, -1.444, -2.542], [-2.495, -1.464, -2.075], [-2.271, -1.276, -0.867], [-1.347, -1.723, -3.000], [-0.060, -1.242, -2.334], [-4.513, -1.309, -1.906], [-3.936, -1.572, -3.520], [-1.544, -1.302, -3.992], [-1.306, -2.811, -3.128], [0.028, -0.157, -2.427], [0.802, -1.670, -2.847], [0.628, 2.692, -1.437], [-0.954, 1.973, -0.523], [-1.583, 3.321, 0.759], [-2.339, 1.751, -1.875], [-0.442, 0.377, 0.570], [0.308, 3.561, -2.014], [1.065, 1.975, -2.133], [1.403, 3.027, -0.747], [-1.796, 4.263, 0.252], [-0.837, 3.524, 1.530], [-2.498, 2.984, 1.247], [-2.563, 2.748, -2.260], [-3.257, 1.333, -1.457], [-2.014, 1.137, -2.712], [-1.265, 0.297, 1.289], [3.991, 2.125, 3.567], [2.925, 1.711, 2.856], [3.053, 1.264, 1.528], [1.952, 0.836, 0.843], [0.718, 0.834, 1.385], [0.576, 1.265, 2.652], [1.634, 1.690, 3.409], [4.903, 2.174, 3.151], [3.887, 2.471, 4.503], [4.018, 1.247, 1.040], [2.003, 0.453, -0.166], [-0.433, 1.254, 3.039], [1.457, 2.015, 4.425]]
}

---

Record 2
{
  "formula": "C16H20N4",
  "method": "wB97M-V/def2-TZVPD",
  "homo_lumo_gap_ev": 8.915,
  "total_energy_ev": -22875.087,
  "spin_multiplicity": 1,
  "e_above_lowest_ev": 2.099,
  "lumo_energy_ev": 0.8,
  "smiles": "c1cc[nH]c1.c1cc[nH]c1.c1cc[nH]c1.c1cc[nH]c1",
  "elements": ["C", "C", "C", "N", "C", "H", "H", "H", "H", "H", "C", "C", "C", "N", "C", "H", "H", "H", "H", "H", "C", "C", "C", "N", "C", "H", "H", "H", "H", "H", "C", "C", "C", "N", "C", "H", "H", "H", "H", "H"],
  "xyz": [[0.846, 0.769, 4.362], [1.428, -0.435, 3.924], [1.859, -1.093, 5.056], [1.593, -0.302, 6.138], [0.971, 0.855, 5.729], [0.343, 1.526, 3.780], [1.389, -0.843, 2.927], [2.185, -2.094, 5.288], [1.667, -0.567, 7.101], [0.569, 1.645, 6.338], [2.415, 3.207, -4.497], [2.004, 1.919, -4.024], [2.917, 1.008, -4.444], [3.864, 1.678, -5.188], [3.560, 3.008, -5.220], [1.916, 4.162, -4.522], [1.130, 1.781, -3.408], [3.020, 0.004, -4.067], [4.668, 1.191, -5.534], [4.137, 3.688, -5.825], [-3.945, -0.423, 0.711], [-5.339, -0.653, 0.851], [-5.985, -0.294, -0.307], [-5.003, 0.155, -1.160], [-3.795, 0.150, -0.518], [-3.125, -0.537, 1.397], [-5.852, -0.998, 1.739], [-7.009, -0.466, -0.579], [-5.112, 0.483, -2.101], [-2.914, 0.521, -1.018], [-0.277, -1.687, 0.553], [0.532, -0.743, -0.136], [1.338, -1.397, -1.024], [1.022, -2.739, -0.922], [0.100, -2.912, 0.063], [-0.957, -1.480, 1.359], [0.514, 0.326, 0.021], [2.136, -1.070, -1.667], [1.439, -3.447, -1.493], [-0.249, -3.899, 0.320]]
}

---

Record 3
{
  "formula": "C7H28O7",
  "method": "wB97M-V/def2-TZVPD",
  "homo_lumo_gap_ev": 9.047,
  "total_energy_ev": -22031.932,
  "spin_multiplicity": 1,
  "e_above_lowest_ev": 13.946,
  "lumo_energy_ev": 0.1,
  "elements": ["C", "O", "H", "H", "H", "H", "C", "O", "H", "H", "H", "H", "C", "O", "H", "H", "H", "H", "C", "O", "H", "H", "H", "H", "C", "O", "H", "H", "H", "H", "C", "O", "H", "H", "H", "H", "C", "O", "H", "H", "H", "H"],
  "xyz": [[2.856, 0.143, -1.227], [2.160, -1.022, -0.769], [2.688, 0.324, -2.289], [2.461, 1.042, -0.754], [3.909, -0.094, -1.073], [1.307, -0.720, -0.449], [-2.817, 0.284, -1.756], [-3.821, -0.622, -1.687], [-2.120, 0.172, -0.926], [-2.465, 0.193, -2.783], [-3.144, 1.320, -1.670], [-3.887, -0.868, -0.761], [-0.322, -0.676, 0.098], [0.746, 0.279, -0.137], [-1.008, -0.464, 0.918], [-0.896, -0.841, -0.813], [0.165, -1.589, 0.442], [0.397, 1.173, -0.158], [-0.800, -2.933, -1.320], [-0.723, -4.317, -1.018], [-1.268, -2.396, -0.495], [0.128, -2.496, -1.689], [-1.533, -2.854, -2.124], [-1.563, -4.775, -0.942], [-0.917, 2.864, -0.240], [-0.143, 1.777, -0.655], [-0.576, 3.312, 0.693], [-0.885, 3.798, -0.801], [-1.995, 2.706, -0.198], [-0.134, 1.809, -1.615], [1.600, 2.026, 1.703], [0.243, 1.633, 1.665], [1.803, 2.257, 2.749], [2.249, 1.260, 1.279], [1.784, 2.934, 1.128], [0.224, 0.807, 1.175], [0.740, -0.751, 2.620], [1.526, -1.589, 3.405], [-0.281, -0.906, 2.970], [1.027, 0.267, 2.884], [0.863, -0.932, 1.552], [2.424, -1.532, 3.070]]
}

---

Record 4
{
  "formula": "C27H28CoN9O5",
  "method": "wB97M-V/def2-TZVPD",
  "homo_lumo_gap_ev": [6.347, 6.305],
  "s_squared": 0.7677,
  "total_energy_ev": -89724.644,
  "spin_multiplicity": 2,
  "e_above_lowest_ev": 0.654,
  "total_charge": 1,
  "lumo_energy_ev": [-3.3, -3.3],
  "elements": ["Co", "N", "C", "C", "C", "C", "N", "C", "N", "N", "C", "O", "O", "H", "H", "H", "H", "H", "H", "H", "H", "H", "H", "H", "H", "H", "H", "O", "C", "C", "C", "C", "C", "C", "C", "N", "C", "C", "N", "H", "H", "H", "H", "H", "H", "H", "O", "N", "O", "C", "C", "C", "C", "C", "C", "N", "C", "C", "N", "C", "C", "C", "C", "H", "H", "H", "H", "H", "H", "H"],
  "xyz": [[-0.926, -0.065, -0.944], [0.522, -0.005, 2.164], [0.606, 1.455, 2.176], [-0.277, 2.164, 3.225], [0.387, 2.071, 4.614], [1.265, 3.352, 4.714], [1.980, 3.562, 3.436], [3.018, 2.895, 3.004], [3.717, 2.082, 3.816], [3.374, 3.034, 1.730], [0.336, 2.167, 0.823], [0.604, 3.388, 0.852], [-0.079, 1.531, -0.206], [-0.375, -0.333, 1.749], [0.547, -0.360, 3.117], [1.647, 1.711, 2.329], [-1.274, 1.741, 3.159], [-0.393, 3.224, 2.986], [0.947, 1.144, 4.731], [-0.322, 2.094, 5.440], [1.944, 3.414, 5.566], [0.601, 4.209, 4.804], [1.462, 4.062, 2.719], [3.471, 1.995, 4.785], [4.552, 1.631, 3.504], [2.752, 3.526, 1.094], [4.108, 2.491, 1.338], [-2.030, -0.323, 0.578], [-3.344, -0.351, 0.609], [-4.003, -0.024, 1.816], [-5.371, -0.037, 1.913], [-6.165, -0.373, 0.816], [-5.544, -0.711, -0.365], [-4.151, -0.723, -0.484], [-3.531, -1.156, -1.725], [-2.266, -0.975, -2.096], [-2.121, -1.563, -3.332], [-3.303, -2.108, -3.714], [-4.182, -1.845, -2.694], [-3.387, 0.249, 2.664], [-5.840, 0.229, 2.853], [-7.244, -0.361, 0.888], [-6.162, -0.952, -1.225], [-1.195, -1.549, -3.867], [-3.592, -2.642, -4.603], [-5.138, -2.149, -2.641], [4.173, -1.358, -5.641], [4.151, -2.184, -4.757], [4.924, -3.114, -4.645], [3.090, -2.053, -3.700], [2.999, -3.097, -2.860], [2.022, -3.102, -1.803], [1.880, -4.151, -0.884], [0.924, -4.046, 0.091], [0.131, -2.887, 0.137], [0.251, -1.904, -0.714], [1.174, -2.002, -1.682], [1.271, -0.896, -2.609], [0.390, 0.116, -2.420], [0.474, 1.189, -3.174], [1.420, 1.300, -4.199], [2.290, 0.270, -4.433], [2.238, -0.881, -3.622], [3.669, -3.933, -2.981], [2.517, -5.024, -0.955], [0.774, -4.829, 0.817], [-0.631, -2.752, 0.889], [-0.225, 1.982, -2.946], [1.452, 2.198, -4.799], [3.013, 0.341, -5.226]]
}

---

Record 5
{
  "formula": "C5H8N5O2S2",
  "method": "wB97M-V/def2-TZVPD",
  "homo_lumo_gap_ev": [7.064, 7.425],
  "total_energy_ev": -38517.536,
  "spin_multiplicity": 1,
  "e_above_lowest_ev": 2.065,
  "total_charge": 1,
  "lumo_energy_ev": [-6.9, -6.5],
  "smiles": "C/C(=N\\[N+]1=S(=O)=[N+]=N[C@@H]1C)NC([O-])=S",
  "elements": ["C", "C", "N", "N", "S", "O", "N", "N", "C", "C", "N", "C", "O", "S", "H", "H", "H", "H", "H", "H", "H", "H"],
  "xyz": [[0.697, 1.269, -1.767], [1.256, 0.464, -0.746], [0.618, -0.180, 0.191], [-0.688, -0.408, 0.196], [-1.423, -1.698, -1.039], [-2.284, -0.961, -1.862], [-2.360, -2.253, 0.248], [-2.246, -1.736, 1.327], [-1.391, -0.615, 1.445], [-2.184, 0.739, 1.679], [2.558, 0.276, -0.763], [3.493, -0.506, -0.037], [4.623, -0.119, -0.038], [2.750, -1.879, 0.745], [1.156, 2.280, -1.829], [-0.401, 1.372, -1.504], [0.664, 0.555, -2.657], [-0.753, -0.742, 2.403], [-3.090, 0.447, 2.107], [-2.337, 1.232, 0.720], [-1.805, 1.511, 2.425], [3.148, 0.952, -1.246]]
}

---

Record 6
{
  "formula": "C4H10N2O",
  "method": "wB97M-V/def2-TZVPD",
  "homo_lumo_gap_ev": 3.798,
  "total_energy_ev": -9331.331,
  "spin_multiplicity": 1,
  "e_above_lowest_ev": 7.657,
  "lumo_energy_ev": -3.2,
  "elements": ["C", "C", "C", "N", "C", "N", "O", "H", "H", "H", "H", "H", "H", "H", "H", "H", "H"],
  "xyz": [[0.962, 0.211, 1.412], [0.342, -0.344, 0.142], [0.453, 0.544, -1.074], [-0.967, -0.943, 0.407], [-1.993, 0.004, 0.423], [3.100, 0.532, -1.037], [-3.039, -0.141, -0.050], [2.028, 0.343, 1.277], [0.532, 1.205, 1.609], [0.626, -0.335, 2.293], [0.964, -1.184, -0.211], [1.649, 0.556, -1.273], [0.139, 1.576, -0.885], [-0.092, 0.055, -1.882], [-1.173, -1.662, -0.281], [3.626, 0.073, -1.774], [3.429, 1.455, -0.776]]
}

---

Record 7
{
  "formula": "C4H12",
  "method": "wB97M-V/def2-TZVPD",
  "homo_lumo_gap_ev": 12.883,
  "total_energy_ev": -4342.304,
  "spin_multiplicity": 1,
  "e_above_lowest_ev": 0.224,
  "lumo_energy_ev": 1.2,
  "smiles": "CC.CC",
  "elements": ["C", "C", "H", "H", "H", "H", "H", "H", "C", "C", "H", "H", "H", "H", "H", "H"],
  "xyz": [[1.552, -1.316, 0.720], [1.487, -1.959, -0.669], [2.489, -0.762, 0.895], [0.769, -0.582, 0.882], [1.542, -2.050, 1.529], [2.330, -1.683, -1.304], [1.452, -3.040, -0.595], [0.586, -1.635, -1.184], [-1.086, 2.044, 0.448], [-1.976, 1.222, -0.480], [-1.149, 3.114, 0.284], [-1.326, 1.803, 1.482], [-0.046, 1.710, 0.362], [-2.076, 1.695, -1.461], [-2.955, 1.013, -0.045], [-1.551, 0.233, -0.661]]
}

---

Record 8
{
  "formula": "CH6P2S",
  "method": "wB97M-V/def2-TZVPD",
  "homo_lumo_gap_ev": [5.958, 5.947],
  "total_energy_ev": -30544.258,
  "spin_multiplicity": 1,
  "e_above_lowest_ev": 2.140,
  "lumo_energy_ev": [-2.5, -2.5],
  "elements": ["C", "P", "P", "S", "H", "H", "H", "H", "H", "H"],
  "xyz": [[-0.876, -0.505, 0.417], [-1.107, 1.283, -0.026], [0.816, 2.151, 0.110], [3.223, -0.191, -0.024], [-0.098, -0.956, -0.189], [-1.822, -1.021, 0.262], [-0.604, -0.579, 1.471], [-1.123, 1.152, -1.420], [0.964, 1.813, 1.459], [3.136, -0.506, -1.310]]
}